Formula: C25H25Br2GeInN3O2SbSe4
Source: OMol25
Level of theory: ωB97M-V with the def2-TZVPD basis set

```
64
Properties=species:S:1:pos:R:3:forces:R:3
In 1.54024 2.85149 -1.72700 0.27 0.13 0.47
Se 5.94603 5.00739 -4.22398 -0.33 -0.04 0.01
Sb 4.85190 3.86264 -2.40364 -0.19 -0.09 0.52
Se 2.84767 5.13158 -1.25122 0.16 -0.61 -0.64
Se 3.53760 1.72175 -2.92912 -0.15 0.43 0.05
Se 6.44564 3.20053 -0.68164 0.00 0.16 0.01
Br -0.12323 2.86700 1.57328 0.18 0.38 0.26
C -0.08280 2.40409 -0.29972 0.17 -1.20 -0.24
Br -0.37389 2.72704 -3.62909 0.26 0.27 -0.07
H -0.92352 2.86389 -0.77674 -0.58 0.46 -0.04
H -0.30263 1.32053 -0.25913 0.35 0.58 -0.30
C 6.11855 2.27819 2.70044 -0.75 -0.92 1.19
N 4.93718 1.69951 2.11549 -0.41 0.70 -0.71
C 5.03118 0.47862 1.33658 -0.67 0.66 -0.12
C 3.65302 0.49975 0.65984 -0.62 0.19 0.29
O 3.14532 -0.47581 0.12859 0.22 0.35 0.06
N 3.06795 1.76319 0.81060 0.72 -0.87 -0.11
C 3.91236 2.45296 1.56532 0.47 -0.90 -0.51
N 3.79169 3.77824 1.78976 -0.78 0.43 -0.50
H 6.51413 1.44398 3.33222 0.31 0.93 -0.43
H 5.72614 3.04203 3.36201 0.38 0.32 0.36
H 6.83160 2.71398 2.01060 0.20 -0.17 -0.27
H 5.19069 -0.40481 1.95411 -0.04 -0.03 -0.10
H 5.80247 0.61813 0.57227 0.05 -0.25 -0.08
H 3.15439 4.23905 1.09273 0.58 -0.70 0.74
H 4.67742 4.25418 1.74770 0.34 0.09 0.12
O 1.00599 -1.47866 1.94092 0.88 -0.35 2.13
C 0.85998 -1.23097 0.83671 -0.70 0.17 -1.09
C 0.33004 -1.06963 -0.33982 -0.50 -0.03 -0.71
Ge -1.57800 -1.40853 -0.25482 -0.49 0.07 0.51
C -1.91965 -3.32420 0.13622 1.45 -0.05 -0.99
C -3.00618 -3.86752 0.77826 -0.38 -0.64 0.29
C -3.18674 -5.25970 0.79151 0.96 0.72 -0.52
C -2.25740 -6.11168 0.20195 -0.10 -0.65 0.54
C -1.10667 -5.58578 -0.41728 -1.37 0.06 0.56
C -0.97768 -4.20167 -0.47727 -0.48 -0.07 0.38
C -2.48997 -1.03222 -1.91928 0.15 0.15 -0.23
C -2.47948 0.21726 -2.52224 0.76 0.79 -0.57
C -3.20259 0.45815 -3.69522 0.12 -0.82 0.89
C -3.95639 -0.54982 -4.26427 0.51 0.21 0.43
C -3.94139 -1.80808 -3.69850 -0.31 -0.08 -0.07
C -3.21857 -2.02764 -2.54127 -0.43 -0.39 -0.11
C -2.55310 -0.34936 1.10940 0.06 -0.15 0.55
C -2.53774 -0.69149 2.48984 -0.06 0.54 -0.79
C -3.20680 0.08650 3.42060 0.31 -0.31 1.40
C -3.92849 1.18741 3.04675 0.06 0.71 -1.45
C -3.91226 1.56843 1.69733 -0.27 -0.41 0.09
C -3.26637 0.79959 0.72023 0.00 -0.21 1.82
H 0.90231 -0.71722 -1.17871 -0.03 0.05 -0.10
H -3.74045 -3.26515 1.31537 0.20 0.11 -0.30
H -4.05856 -5.61099 1.27162 -0.76 -0.69 0.47
H -2.41179 -7.21813 0.31996 0.25 1.17 -0.36
H -0.41484 -6.30142 -0.82388 0.43 0.20 -0.26
H -0.13819 -3.76296 -0.99494 0.21 0.04 -0.01
H -1.77428 1.00301 -2.20341 -0.64 -0.36 0.08
H -3.17120 1.39792 -4.17812 0.24 0.94 -0.23
H -4.47477 -0.30890 -5.15743 -0.59 -0.14 -0.74
H -4.51149 -2.61762 -4.13413 0.01 -0.08 -0.07
H -3.25507 -3.01215 -2.12482 0.08 -0.50 0.29
H -1.99710 -1.53165 2.89396 0.30 -0.28 -0.36
H -3.10350 -0.09470 4.51361 -0.13 -0.28 -0.92
H -4.46154 1.78305 3.76557 -0.05 0.18 0.22
H -4.43732 2.46415 1.39252 -0.04 0.05 -0.02
H -3.33985 1.13325 -0.28723 0.18 0.02 -0.69
```
Forces are in eV/Å.

Calculated values
Total charge: -2
2S+1: 1
Kohn-Sham gap: 6.025 eV
LUMO level: 3.811 eV

Results of the Löwdin charge analysis, in e, for atoms 1 through 6: number 1, In, carries -0.16; number 2, Se, carries -0.28; number 3, Sb, carries -0.21; number 4, Se, carries 0.00; number 5, Se, carries 0.00; number 6, Se, carries -0.13